[1]
# C28H28N2OS

A single C28H28N2OS molecule at a distorted geometry (wB97M-V/def2-TZVPD, OMol25).

Calculated values
* charge: 0
* LUMO energy: 0.426 eV
* highest occupied orbital energy: -5.88 eV

Cartesian coordinates (Å):
1 S -0.99 0.96 -2.55
2 O 1.22 1.82 0.15
3 N -1.61 2.29 2.43
4 N 0.50 1.91 2.91
5 C -0.21 1.95 4.11
6 C 2.50 1.33 -4.45
7 C 4.63 1.39 2.88
8 C -1.81 5.00 -2.62
9 C 1.91 1.74 2.85
10 C -2.89 2.66 1.86
11 C 2.73 2.82 2.48
12 C 3.20 0.20 -3.99
13 C -2.83 5.66 -3.31
14 C -1.06 2.24 -0.40
15 C -1.99 3.65 -2.24
16 C 4.10 2.61 2.48
17 C 0.63 0.78 -2.99
18 C 2.42 0.53 3.34
19 C -4.02 5.00 -3.63
20 C 2.63 -0.61 -3.00
21 C 0.04 2.01 0.50
22 C 3.81 0.38 3.34
23 C 2.24 4.16 2.06
24 C -4.24 3.71 -3.13
25 C -3.27 3.08 -2.35
26 C 1.57 -0.58 3.82
27 C 1.38 -0.31 -2.46
28 C 1.24 1.65 -3.93
29 C -1.49 2.19 3.81
30 C -0.82 2.82 -1.74
31 C 6.12 1.20 2.80
32 C -0.39 2.07 1.88
33 H -0.82 5.47 -2.42
34 H 6.43 0.25 3.28
35 H -2.05 1.81 -0.11
36 H 4.19 -0.05 -4.41
37 H -2.35 2.32 4.43
38 H -2.78 3.43 1.06
39 H 4.23 -0.56 3.69
40 H 0.88 -0.90 -1.69
41 H 3.15 -1.51 -2.67
42 H 1.33 4.49 2.59
43 H 2.93 1.95 -5.24
44 H 4.76 3.41 2.16
45 H 0.80 -0.88 3.11
46 H -3.49 3.09 2.69
47 H 6.67 2.02 3.29
48 H 6.47 1.17 1.75
49 H 1.08 -0.36 4.77
50 H 0.64 2.50 -4.29
51 H 0.28 1.81 5.06
52 H -3.47 2.09 -1.94
53 H -3.44 1.79 1.46
54 H 2.06 4.21 0.98
55 H 3.02 4.90 2.30
56 H 0.19 3.14 -2.04
57 H 2.21 -1.44 4.00
58 H -5.17 3.21 -3.36
59 H -4.81 5.53 -4.17
60 H -2.67 6.70 -3.61

[2]
# C28H28N2SiTi

A molecular structure, C28H28N2SiTi at a distorted geometry (wB97M-V/def2-TZVPD, OMol25).

Calculated values
* charge: +1
* LUMO energy (alpha / beta): -4.603 / -4.572 eV
* highest occupied orbital energy (alpha / beta): -9.09 / -9.17 eV
* multiplicity: 2

Cartesian coordinates (Å):
1 Ti -0.21 0.49 1.25
2 Si -0.19 -0.35 -1.80
3 N 1.01 -1.00 1.77
4 N -1.61 -0.51 2.30
5 C 0.99 -3.11 2.91
6 C -1.14 -1.69 -2.69
7 C -3.69 -0.91 3.40
8 C -3.25 2.51 -2.23
9 C 3.72 -1.51 -2.53
10 C 2.30 -1.16 1.44
11 C -1.06 -1.63 2.86
12 C -1.86 -2.45 3.68
13 C -0.76 1.91 -3.51
14 C 3.63 0.96 -2.32
15 C 2.33 -1.56 -2.35
16 C 2.24 0.88 -2.16
17 C 2.34 -3.30 2.55
18 C 4.35 -0.25 -2.54
19 C -3.19 -2.09 3.98
20 C -2.89 -0.14 2.56
21 C -0.91 2.68 1.24
22 C 2.98 -2.30 1.79
23 C -1.18 1.20 -2.37
24 C 0.31 2.59 0.51
25 C 0.73 1.88 2.68
26 C -0.64 2.26 2.57
27 C -1.54 2.98 -4.00
28 C 1.61 -0.36 -2.15
29 C 0.33 -1.94 2.53
30 C -2.44 1.46 -1.78
31 C 1.32 2.11 1.39
32 C -2.77 3.26 -3.34
33 H -1.86 3.05 0.83
34 H -0.77 0.07 -0.36
35 H -1.28 -1.26 -3.73
36 H 0.19 -1.75 -1.16
37 H -0.68 -2.65 -2.87
38 H 1.25 1.57 3.61
39 H -2.06 -1.84 -2.10
40 H 4.30 -2.43 -2.64
41 H -1.17 3.62 -4.82
42 H -4.18 2.79 -1.65
43 H 2.75 -0.37 0.83
44 H 0.45 2.89 -0.54
45 H 1.64 1.79 -2.01
46 H 1.79 -2.49 -2.30
47 H 5.41 -0.18 -2.72
48 H -1.36 2.25 3.41
49 H 0.18 1.63 -3.98
50 H -3.80 -2.70 4.66
51 H 4.04 -2.43 1.50
52 H 2.85 -4.22 2.84
53 H -3.38 4.12 -3.66
54 H 2.37 1.94 1.12
55 H -3.22 0.78 2.11
56 H -1.42 -3.36 4.10
57 H -2.73 0.80 -0.94
58 H -4.72 -0.59 3.59
59 H 0.42 -3.89 3.45
60 H 4.12 1.94 -2.24

[3]
# C28H28O4P2

A single C28H28O4P2 molecule at a distorted geometry (wB97M-V/def2-TZVPD, OMol25).

Calculated values
* charge: 0
* LUMO energy: 0.664 eV
* highest occupied orbital energy: -9.07 eV

Cartesian coordinates (Å):
1 P 0.04 3.11 -0.45
2 P -1.64 -1.70 1.05
3 O -0.99 -0.45 3.54
4 O -2.55 -0.83 0.28
5 O -0.26 0.76 0.90
6 O -0.47 4.28 0.28
7 C 3.82 3.25 1.00
8 C -0.11 3.29 -2.26
9 C 0.78 3.58 -4.46
10 C 2.43 -2.13 0.85
11 C -1.59 3.60 -4.12
12 C -1.39 -4.48 1.43
13 C -3.41 -3.71 0.39
14 C 1.16 -1.95 1.36
15 C -0.92 1.55 -0.06
16 C 4.38 2.08 0.54
17 C -3.08 -6.06 0.77
18 C -1.25 0.87 3.12
19 C -1.40 3.41 -2.77
20 C 1.56 -2.05 -1.38
21 C -1.84 -5.79 1.34
22 C 2.63 -2.19 -0.52
23 C -0.16 1.37 2.17
24 C 3.64 1.20 -0.24
25 C 1.76 2.68 -0.10
26 C -3.86 -5.02 0.30
27 C 0.98 3.38 -3.11
28 C 0.09 -1.82 0.50
29 C -0.50 3.68 -4.97
30 C -2.18 -3.44 0.96
31 C -1.73 -1.45 2.91
32 C 0.29 -1.87 -0.88
33 C 2.50 3.55 0.68
34 C 2.33 1.50 -0.56
35 H 3.63 -2.34 -0.91
36 H -1.22 -6.60 1.70
37 H -1.92 1.85 0.27
38 H 4.40 3.93 1.61
39 H 1.99 3.30 -2.71
40 H -2.23 3.35 -2.08
41 H 1.72 -2.09 -2.45
42 H -4.00 -2.89 0.02
43 H -0.65 3.84 -6.03
44 H -2.23 0.93 2.63
45 H -2.81 -1.32 3.08
46 H 1.00 -1.90 2.43
47 H -1.02 0.92 -0.95
48 H -1.42 -2.39 3.39
49 H -0.42 -4.27 1.86
50 H -1.26 1.49 4.02
51 H 1.63 3.65 -5.13
52 H -4.82 -5.23 -0.15
53 H -2.59 3.69 -4.52
54 H 2.03 4.46 1.03
55 H 5.41 1.84 0.78
56 H 4.08 0.28 -0.60
57 H 0.81 1.08 2.58
58 H -0.20 2.46 2.08
59 H -0.57 -1.77 -1.53
60 H 3.27 -2.23 1.53
61 H 1.74 0.82 -1.16
62 H -3.42 -7.08 0.70

[4]
# C28H29BN6SiV

A molecular structure, C28H29BN6SiV at a distorted geometry (wB97M-V/def2-TZVPD, OMol25).

Calculated values
* charge: +2
* LUMO energy (alpha / beta): -8.097 / -9.465 eV
* highest occupied orbital energy (alpha / beta): -14.64 / -14.50 eV
* multiplicity: 4

Cartesian coordinates (Å):
1 V 1.14 -0.38 0.65
2 Si -1.28 0.01 0.14
3 N 1.88 -1.55 -0.88
4 N 1.88 1.27 -0.35
5 N 3.20 1.15 -0.74
6 N 3.20 -1.32 -1.29
7 N 2.92 -0.63 1.73
8 N 4.07 -0.54 0.96
9 C -0.81 0.08 -2.68
10 C -1.66 -0.39 -1.66
11 C -0.90 2.54 1.49
12 C -3.51 -0.14 1.96
13 C 3.43 -2.04 -2.40
14 C 0.17 -1.02 2.68
15 C -2.49 2.58 -0.34
16 C -2.73 -2.25 1.09
17 C 4.70 -1.08 3.03
18 C -2.62 -0.85 1.15
19 C 5.14 -0.81 1.74
20 C 3.55 2.24 -1.44
21 C -2.12 -1.08 -4.37
22 C -4.61 -2.21 2.64
23 C -2.79 -1.14 -2.04
24 C -3.70 -2.92 1.84
25 C -1.07 3.92 1.67
26 C -1.58 1.87 0.46
27 C -1.02 -0.29 -4.01
28 C 1.34 -2.44 -1.76
29 C -2.69 3.96 -0.13
30 C -1.97 4.63 0.86
31 C 3.30 -0.95 3.01
32 C 2.45 3.11 -1.52
33 C -3.01 -1.50 -3.38
34 C 2.29 -2.77 -2.73
35 C 1.42 2.45 -0.84
36 C -4.50 -0.81 2.71
37 B 3.99 -0.17 -0.57
38 H -5.38 -2.72 3.21
39 H -2.29 -1.36 -5.41
40 H 2.57 -1.08 3.81
41 H -3.88 -2.10 -3.62
42 H -0.32 0.07 -4.78
43 H -3.77 -4.01 1.80
44 H 4.57 2.40 -1.72
45 H -3.46 0.95 2.01
46 H -3.52 -1.45 -1.28
47 H -0.92 -1.00 2.83
48 H 2.17 -3.46 -3.55
49 H -2.05 -2.82 0.44
50 H -2.12 5.69 1.02
51 H 0.68 -1.18 3.65
52 H -0.21 1.99 2.14
53 H 4.40 -2.04 -2.89
54 H 5.11 -0.08 -1.03
55 H -3.05 2.06 -1.14
56 H 5.30 -1.32 3.89
57 H 2.42 4.09 -1.97
58 H 0.40 2.76 -0.71
59 H -3.40 4.50 -0.75
60 H -0.51 4.43 2.45
61 H 0.41 -1.89 2.04
62 H 0.03 0.74 -2.44
63 H 0.32 -2.76 -1.67
64 H 0.54 -0.01 2.28
65 H 6.14 -0.71 1.34
66 H -5.18 -0.24 3.33

Record order is preserved below.
Total energy: -1666.613920 -2331.933652 -2067.484585 -2670.746647 Eh